Record 1
The following is a DFT calculation (the ωB97M-V functional and the def2-TZVPD basis) of a gas-phase ion, C10H9N4O (charge -1) in a non-equilibrium geometry.

E_LUMO (spin up / spin down) = 3.6 / 3.6 eV
orbital gap (spin up / spin down) = 6.935 / 6.936 eV
relative energy (zero: lowest compared OMol25 entry of this formula, charge and spin) = 0.010 eV
highest occupied orbital energy (spin up / spin down) = -3.3224 / -3.3235 eV
E = -680.49492 hartree
2S+1 = 1
largest force on an atom = 0.0588 hartree/bohr
net charge = -1

Geometry (Å):
C: -3.13463 -0.62289 -0.28181
C: -2.69034 -0.33948 0.96322
C: -2.31936 -0.51984 -1.38847
C: -1.40685 0.16396 0.97349
C: -0.97269 -0.20504 -1.33288
C: -0.46660 0.22263 -0.09222
C: 3.78648 0.35242 -0.25693
C: 0.93588 0.44456 0.24848
C: 2.25775 -1.41201 -0.10622
C: 3.06672 1.60536 0.06878
N: 3.40657 -0.88596 -0.33608
N: 0.91248 -3.26529 0.52509
N: 1.83437 -2.56336 0.08753
N: 1.60701 1.44447 -0.21948
O: 1.16142 2.50589 -0.80472
H: -4.11452 -0.77194 -0.61681
H: -3.36407 -0.14426 1.75888
H: -2.87159 -0.73087 -2.36276
H: -0.98773 0.62225 1.86020
H: -0.47378 0.16497 -2.21364
H: 4.79574 0.46994 -0.31248
H: 3.28672 1.95462 1.05984
H: 3.45207 2.38490 -0.55665
H: 0.18952 -2.78867 1.06434

Record 2
The following is a DFT calculation (the ωB97M-V functional and the def2-TZVPD basis) of a single C10H9NO molecule in a non-equilibrium geometry.

E_LUMO = -0.1 eV
orbital gap = 8.031 eV
relative energy (zero: lowest compared OMol25 entry of this formula, charge and spin) = 3.396 eV
highest occupied orbital energy = -8.1721 eV
structure (SMILES) = Cc1nccc2c(O)cccc12
E = -516.33912 hartree
2S+1 = 1
largest force on an atom = 0.1342 hartree/bohr
net charge = 0

Geometry (Å):
C: -0.43067 -2.94091 -0.57461
C: 0.30255 -1.79782 -0.14953
C: 2.23252 -0.94047 0.94165
C: 1.47022 0.32483 1.13861
C: 0.20223 0.51868 0.37820
C: -0.24208 1.85740 0.15258
C: -1.36713 2.02867 -0.72113
C: -2.05483 0.95744 -1.37647
C: -1.69356 -0.29346 -0.86090
C: -0.35280 -0.53185 -0.16262
H: -1.35724 -2.98115 0.10379
H: 0.11754 -3.81926 -0.11421
H: -0.43463 -3.05589 -1.62024
H: 3.15787 -1.04768 1.64064
H: 1.76901 1.15816 1.85749
H: 1.33190 2.73960 0.97016
H: -1.77801 3.09705 -0.88295
H: -2.80105 1.31563 -2.04845
H: -2.18311 -1.12151 -1.49126
N: 1.65257 -2.01045 0.19674
O: 0.27639 2.83664 0.95164

Record 3
The following is a DFT calculation (the ωB97M-V functional and the def2-TZVPD basis) of 2 unconnected molecules or ions with the total composition C10H9NO in a non-equilibrium geometry.

E_LUMO = -0.2 eV
orbital gap = 7.509 eV
relative energy (zero: lowest compared OMol25 entry of this formula, charge and spin) = 7.221 eV
highest occupied orbital energy = -7.7577 eV
E = -516.19853 hartree
2S+1 = 1
largest force on an atom = 0.1503 hartree/bohr
net charge = 0

Geometry (Å):
C: -1.89733 -0.25019 -0.17418
C: -1.57047 1.09853 -0.01019
C: -0.37883 1.53011 0.10668
C: 0.77509 0.65580 0.05611
C: 2.19806 1.27944 -0.08429
C: 3.25007 0.47976 -0.19180
C: 3.08239 -0.93391 0.04551
C: 1.77747 -1.46408 0.17087
C: 0.49983 -0.62021 0.16042
C: -0.79892 -1.12239 0.04702
H: -4.74453 -0.32792 1.07226
H: -3.19903 -1.55383 -0.64525
H: -2.22841 1.90858 0.03564
H: -0.03300 2.50715 0.35536
H: 2.38103 2.41381 -0.05617
H: 4.13428 1.01237 -0.23242
H: 3.89759 -1.53817 -0.57957
H: 1.58318 -2.49663 0.09775
H: -1.22588 -2.12653 0.07368
N: -3.15086 -0.75163 -0.17345
O: -4.35170 0.29994 -0.07396

Record 4
The following is a DFT calculation (the ωB97M-V functional and the def2-TZVPD basis) of a single C10H9NO3 molecule in a non-equilibrium geometry.

E_LUMO (spin up / spin down) = -0.6 / -0.6 eV
orbital gap (spin up / spin down) = 7.789 / 7.788 eV
relative energy (zero: lowest compared OMol25 entry of this formula, charge and spin) = 6.392 eV
highest occupied orbital energy (spin up / spin down) = -8.3584 / -8.3571 eV
structure (SMILES) = O=CO/[N+]([O-])=C\C=C\c1ccccc1
E = -666.70227 hartree
2S+1 = 1
largest force on an atom = 0.1299 hartree/bohr
net charge = 0

Geometry (Å):
C: 3.02814 -0.22052 -0.21140
C: 2.38973 0.98560 -0.40562
C: 2.33065 -1.32765 0.30994
C: 0.99518 1.04522 -0.37026
C: 0.94595 -1.20493 0.48060
C: 0.25673 0.02857 0.23145
C: -3.87977 -1.62852 -0.14595
C: -1.15918 -0.03276 0.39711
C: -2.08221 1.01360 -0.00439
C: -3.64410 1.61795 -0.06583
N: -4.51910 0.72239 0.24223
O: -3.90325 -1.65374 -1.32991
O: -3.96274 -0.60153 0.71472
O: -5.75800 0.77590 0.24703
H: 4.06653 -0.21308 -0.47189
H: 2.91325 1.84190 -0.87803
H: 2.76838 -2.28997 0.46849
H: 0.52585 2.09837 -0.53215
H: 0.42482 -2.07522 0.93014
H: -3.66230 -2.46340 0.66487
H: -1.37793 -0.77203 1.11035
H: -1.37355 1.78928 -0.45671
H: -3.85301 2.61258 -0.41294

Record 5
The following is a DFT calculation (the ωB97M-V functional and the def2-TZVPD basis) of a gas-phase ion, C10H9O2S (charge -1) in a non-equilibrium geometry.

E_LUMO (spin up / spin down) = 3.5 / 3.5 eV
orbital gap (spin up / spin down) = 6.747 / 6.830 eV
relative energy (zero: lowest compared OMol25 entry of this formula, charge and spin) = 4.172 eV
highest occupied orbital energy (spin up / spin down) = -3.2383 / -3.3166 eV
E = -934.97175 hartree
2S+1 = 1
largest force on an atom = 0.0981 hartree/bohr
net charge = -1

Geometry (Å):
C: 2.76626 0.13482 1.26728
C: 2.18413 1.35119 0.83444
C: 2.06539 -1.03103 1.00585
C: 0.99049 1.42626 0.21214
C: 0.87031 -1.03613 0.29121
C: 0.27395 0.20545 -0.19170
C: 0.20874 -2.17432 -0.03933
C: -0.95606 -2.24969 -0.62448
C: -1.02914 0.35510 -0.64739
C: -1.60876 1.04848 -1.76085
O: -2.30238 1.08002 1.68115
O: -3.71422 0.31896 -0.24248
S: -2.57590 0.02403 0.70468
H: 3.65798 0.19875 1.95728
H: 2.71268 2.23965 1.10607
H: 2.61022 -2.00155 1.23130
H: 0.67310 2.41536 -0.08467
H: 0.49367 -3.01925 0.58673
H: -1.90111 -2.78496 -0.77665
H: -1.24286 2.07562 -1.88879
H: -2.69956 0.88413 -1.87128
H: -1.47693 0.53912 -2.75051

Record 6
The following is a DFT calculation (the ωB97M-V functional and the def2-TZVPD basis) of 20 unconnected molecules or ions with the total composition C111H146N3O8 in a non-equilibrium geometry.

E_LUMO = -1.4 eV
orbital gap = 8.933 eV
highest occupied orbital energy = -10.3813 eV
E = -5082.91236 hartree
2S+1 = 1
largest force on an atom = 0.0560 hartree/bohr
net charge = +1

Geometry (Å):
C: -1.57560 0.05837 3.02602
O: -1.05992 -0.31278 1.73345
C: 0.39332 -0.34953 1.72533
C: 0.89009 -0.69847 0.25023
N: 0.52131 0.37230 -0.81824
H: 0.56602 2.06489 -0.26461
H: 1.22101 0.11115 -1.46320
C: -0.81578 0.32486 -1.44061
C: -1.03358 -0.72975 -2.50800
O: -0.92063 -2.09873 -1.98157
C: -1.94907 -2.45274 -1.03983
H: -1.71944 1.10904 3.18988
H: -0.98248 -0.30143 3.87934
H: -2.51834 -0.39036 3.20421
H: 0.65671 -1.21522 2.33936
H: 0.77160 0.61473 2.05188
H: 0.63516 -1.65877 -0.15309
H: 1.98543 -0.61315 0.25000
H: -1.03942 1.30663 -1.86968
H: -1.62873 0.17074 -0.77136
H: -0.27047 -0.62771 -3.26454
H: -2.08394 -0.63200 -2.87245
H: -1.70359 -2.31778 0.03368
H: -2.29770 -3.45504 -1.26173
H: -2.80891 -1.75965 -1.28589
C: 7.37233 0.85955 -0.28085
O: 7.55376 0.48945 -1.61119
C: 6.40806 0.74936 -2.33228
C: 6.60263 0.53147 -3.83016
N: 5.71950 1.41360 -4.53598
H: 3.94243 1.98827 -3.64044
H: 6.22332 2.31959 -4.61561
C: 5.33322 1.00086 -5.92020
C: 6.46624 0.71466 -6.98057
O: 7.44189 -0.21877 -6.43848
C: 8.34964 -0.64244 -7.48349
H: 7.18579 1.91096 -0.19340
H: 8.33783 0.62343 0.23485
H: 6.50540 0.29011 0.13419
H: 6.04797 1.78760 -2.14344
H: 5.60248 0.16598 -1.88299
H: 6.41208 -0.49605 -4.14497
H: 7.67782 0.56446 -4.01408
H: 4.75940 1.82588 -6.33021
H: 4.83814 0.05186 -5.70668
H: 7.01232 1.62259 -7.26848
H: 5.91539 0.42191 -7.89413
H: 7.83724 -1.22280 -8.28920
H: 9.15351 -1.22295 -6.98953
H: 8.78337 0.22323 -7.98783
C: 1.22114 7.25165 0.68384
O: 2.14135 6.20250 0.61500
C: 2.81285 6.24028 -0.60025
C: 2.25380 5.17215 -1.48331
N: 2.58656 3.86033 -0.87643
H: 1.86334 3.48544 -0.14112
H: 2.55940 3.19425 -1.68020
C: 3.88812 3.67477 -0.29382
C: 3.87001 2.26548 0.25715
O: 3.09338 2.10302 1.48694
C: 3.65964 2.49672 2.70412
H: 1.59961 8.16239 0.18815
H: 1.08374 7.45544 1.73537
H: 0.19596 7.07111 0.24644
H: 3.85085 5.97794 -0.32662
H: 2.76534 7.15161 -1.20187
H: 2.68627 5.23413 -2.47926
H: 1.14934 5.23653 -1.50611
H: 3.94769 4.36801 0.56458
H: 4.71482 3.84534 -0.99787
H: 4.89072 1.98941 0.55634
H: 3.42651 1.65186 -0.49786
H: 3.28313 1.92415 3.56183
H: 3.31312 3.49651 2.96550
H: 4.76218 2.41292 2.65344
C: 2.12436 2.37384 -4.40102
O: 3.13405 2.50655 -3.39670
H: 1.74857 1.29852 -4.38201
H: 1.31744 3.06007 -4.15816
H: 2.43861 2.62711 -5.43920
C: -0.55116 4.24124 1.77452
C: -0.78616 2.99286 1.01633
O: 0.22388 3.01236 -0.01918
H: -1.12125 4.45681 2.67306
H: -0.64908 5.12714 1.12425
H: 0.47059 4.22557 2.15672
H: -1.81214 2.94379 0.58128
H: -0.65765 2.11677 1.66753
C: -2.82689 2.94233 -6.91237
C: -1.70353 2.74621 -7.66640
C: -0.82827 1.68248 -7.35208
C: -1.10314 0.83994 -6.29392
C: -2.29966 0.98640 -5.55546
C: -3.10359 2.06580 -5.83057
H: -3.43914 3.81060 -7.14883
H: -1.56970 3.38978 -8.54300
H: 0.06878 1.57604 -7.92711
H: -0.38654 0.05020 -6.15754
H: -2.51460 0.30968 -4.77283
H: -3.98887 2.19441 -5.23223
C: -1.29835 4.96775 -2.71305
C: -0.80470 6.23559 -2.99395
C: -0.34364 6.54376 -4.24692
C: -0.21581 5.56301 -5.16778
C: -0.67729 4.26232 -4.90041
C: -1.28734 3.98888 -3.69459
H: -1.67576 4.83254 -1.72826
H: -0.78408 7.07525 -2.26267
H: 0.01092 7.51137 -4.52215
H: 0.19073 5.76210 -6.14574
H: -0.55322 3.48152 -5.60379
H: -1.62840 3.01192 -3.37407
C: 3.38595 -2.96959 -4.06511
C: 2.84302 -2.54434 -2.85455
C: 3.66872 -2.30062 -1.75645
C: 5.05201 -2.42743 -1.91135
C: 5.62670 -2.78334 -3.13333
C: 4.76865 -3.05524 -4.21690
H: 2.79726 -3.20792 -4.94683
H: 1.76067 -2.48514 -2.76605
H: 3.24622 -2.03889 -0.81236
H: 5.76113 -2.10889 -1.12982
H: 6.66669 -2.88668 -3.24334
H: 5.16436 -3.32638 -5.20160
C: -0.06483 -2.67478 -5.62133
C: -0.19059 -3.81345 -4.82026
C: -0.81961 -4.90177 -5.34807
C: -1.18582 -4.92541 -6.69740
C: -1.05101 -3.79173 -7.46716
C: -0.45713 -2.68317 -6.91680
H: 0.45169 -1.83820 -5.21134
H: 0.25367 -3.74157 -3.81704
H: -0.94489 -5.77505 -4.71536
H: -1.54348 -5.82317 -7.19216
H: -1.30531 -3.80189 -8.55234
H: -0.26999 -1.78896 -7.49415
C: -4.45149 -7.74557 -0.30901
C: -3.43967 -7.23683 -1.14223
C: -3.55214 -7.33327 -2.55511
C: -4.65938 -7.92335 -3.09346
C: -5.67982 -8.46018 -2.31580
C: -5.53475 -8.34455 -0.91619
H: -4.42144 -7.65773 0.75121
H: -2.54179 -6.83467 -0.69198
H: -2.77445 -7.05297 -3.28337
H: -4.78416 -7.90508 -4.15988
H: -6.41167 -9.04068 -2.87287
H: -6.29190 -8.62264 -0.21984
C: -4.19341 0.54298 -0.26835
C: -3.90007 1.83632 0.05152
C: -4.00971 2.87329 -0.87721
C: -4.17465 2.56648 -2.21497
C: -4.42360 1.20893 -2.58383
C: -4.42763 0.22127 -1.61358
H: -4.20674 -0.18745 0.49475
H: -3.69835 2.00127 1.08403
H: -3.88018 3.89975 -0.56236
H: -4.17399 3.30392 -2.97569
H: -4.63114 0.92605 -3.63638
H: -4.60732 -0.79040 -1.93977
C: 2.71748 -4.91186 1.58289
C: 1.40362 -4.46933 1.62676
C: 0.59932 -4.45218 0.52312
C: 1.07834 -4.99995 -0.65199
C: 2.36569 -5.47618 -0.75487
C: 3.18707 -5.45398 0.39112
H: 3.35576 -4.66424 2.40952
H: 1.05491 -4.03684 2.54740
H: -0.37701 -4.04582 0.56802
H: 0.49476 -4.95069 -1.55455
H: 2.68757 -5.90954 -1.68806
H: 4.22558 -5.75315 0.33924
C: 5.38555 -0.21453 3.68220
C: 4.63648 -0.71190 2.66640
C: 5.10092 -1.77266 1.94771
C: 6.19124 -2.52814 2.36156
C: 6.95938 -2.06017 3.44805
C: 6.56028 -0.84904 4.10952
H: 5.01830 0.65531 4.13614
H: 3.73393 -0.24486 2.28109
H: 4.57294 -2.12734 1.06231
H: 6.54135 -3.42226 1.83891
H: 7.74095 -2.68229 3.85028
H: 7.05003 -0.47434 4.97599
C: 1.96422 1.69602 8.86835
C: 0.69842 2.19164 9.11623
C: 0.00981 2.88674 8.12579
C: 0.54501 3.02376 6.86443
C: 1.81646 2.52123 6.62079
C: 2.46331 1.79875 7.61065
H: 2.58161 1.35612 9.71581
H: 0.33844 2.10746 10.13078
H: -0.92631 3.35215 8.38728
H: 0.02863 3.57624 6.08652
H: 2.37183 2.82529 5.75236
H: 3.49559 1.54541 7.44871
C: -6.17366 3.57977 2.44930
C: -6.51316 4.27293 3.61616
C: -7.25120 3.58709 4.64865
C: -7.64144 2.28119 4.45572
C: -7.37278 1.59496 3.26308
C: -6.66254 2.31374 2.25642
H: -5.49176 4.06893 1.77692
H: -6.21094 5.31178 3.70093
H: -7.50789 4.13681 5.56719
H: -8.21898 1.77700 5.19241
H: -7.72022 0.57715 3.13260
H: -6.48339 1.75442 1.34325
C: -3.87530 3.65878 6.07891
C: -2.95505 4.07384 5.15345
C: -2.00538 5.01455 5.47145
C: -2.01648 5.61251 6.73595
C: -2.95092 5.14526 7.67639
C: -3.90485 4.15980 7.34539
H: -4.56752 2.89058 5.75015
H: -3.01331 3.55084 4.16765
H: -1.23714 5.25034 4.75510
H: -1.32946 6.40407 6.96313
H: -2.92339 5.63734 8.64539
H: -4.64850 3.81788 8.03326
C: -4.30493 -3.93021 -3.61257
C: -5.56944 -4.10807 -3.13450
C: -6.56036 -3.19980 -3.44700
C: -6.25181 -2.07473 -4.18130
C: -4.97381 -1.96389 -4.76888
C: -3.97767 -2.83571 -4.44056
H: -3.59191 -4.70900 -3.45818
H: -5.74702 -4.98764 -2.56868
H: -7.57008 -3.34451 -3.02935
H: -7.05230 -1.39650 -4.50324
H: -4.61638 -1.19619 -5.41634
H: -3.02193 -2.74847 -4.94460
C: -4.39378 -4.23423 0.82016
C: -5.37637 -3.23267 0.83158
C: -5.36691 -2.28911 1.87497
C: -4.38778 -2.34785 2.85613
C: -3.46609 -3.36103 2.88331
C: -3.45133 -4.24828 1.84743
H: -4.37707 -4.92909 -0.00380
H: -6.15826 -3.26722 0.08672
H: -6.16402 -1.55560 1.96030
H: -4.42979 -1.64859 3.68220
H: -2.79768 -3.35016 3.71782
H: -2.60335 -4.93547 1.80085
C: 1.54324 -1.86545 6.09416
C: 0.43574 -2.65894 5.88394
C: 0.55912 -3.93903 5.37460
C: 1.85449 -4.40538 5.01224
C: 2.94618 -3.61221 5.19800
C: 2.85878 -2.33557 5.73660
H: 1.43898 -0.86476 6.49736
H: -0.56701 -2.26167 6.16495
H: -0.34521 -4.50126 5.23141
H: 2.00908 -5.42776 4.66569
H: 3.90968 -3.99733 4.97483
H: 3.76640 -1.79125 5.87108
C: -2.93415 -2.20587 6.59059
C: -2.73675 -0.85055 6.39723
C: -2.04022 -0.12724 7.33746
C: -1.61396 -0.76433 8.49156
C: -1.81042 -2.08800 8.65083
C: -2.48248 -2.85573 7.71110
H: -3.43900 -2.76812 5.81481
H: -2.96014 -0.37381 5.46205
H: -1.86668 0.93241 7.19508
H: -1.20896 -0.20942 9.33405
H: -1.59731 -2.58203 9.60715
H: -2.70158 -3.90815 7.85769

> Look up the largest force on an atom of the first one.

0.0588 hartree/bohr

> Which value of largest force on an atom does entry 6 give?

0.0560 hartree/bohr

Copy entry 3 word for word.
The following is a DFT calculation (the ωB97M-V functional and the def2-TZVPD basis) of 2 unconnected molecules or ions with the total composition C10H9NO in a non-equilibrium geometry.

E_LUMO = -0.2 eV
orbital gap = 7.509 eV
relative energy (zero: lowest compared OMol25 entry of this formula, charge and spin) = 7.221 eV
highest occupied orbital energy = -7.7577 eV
E = -516.19853 hartree
2S+1 = 1
largest force on an atom = 0.1503 hartree/bohr
net charge = 0

Geometry (Å):
C: -1.89733 -0.25019 -0.17418
C: -1.57047 1.09853 -0.01019
C: -0.37883 1.53011 0.10668
C: 0.77509 0.65580 0.05611
C: 2.19806 1.27944 -0.08429
C: 3.25007 0.47976 -0.19180
C: 3.08239 -0.93391 0.04551
C: 1.77747 -1.46408 0.17087
C: 0.49983 -0.62021 0.16042
C: -0.79892 -1.12239 0.04702
H: -4.74453 -0.32792 1.07226
H: -3.19903 -1.55383 -0.64525
H: -2.22841 1.90858 0.03564
H: -0.03300 2.50715 0.35536
H: 2.38103 2.41381 -0.05617
H: 4.13428 1.01237 -0.23242
H: 3.89759 -1.53817 -0.57957
H: 1.58318 -2.49663 0.09775
H: -1.22588 -2.12653 0.07368
N: -3.15086 -0.75163 -0.17345
O: -4.35170 0.29994 -0.07396

> Look up the largest force on an atom of the fifth one.

0.0981 hartree/bohr